Formula: C11H19NOTi
Source: OMol25
Level of theory: wB97M-V/def2-TZVPD

Properties
E_LUMO = 0.3 eV
E_HOMO = -7.419 eV

ORCA input file:
```
! RIJCOSX wB97M-V def2-TZVPD def2/J DEFGRID3
* xyz 0 1
C 2.19 -0.62 -0.44
C 1.41 -0.28 -1.59
C 0.47 -1.39 -1.88
C 0.77 -2.51 -0.91
C 1.81 -1.94 0.06
Ti 0.07 -1.21 0.05
N -0.13 2.35 0.90
C -0.11 3.68 1.08
C -0.79 3.17 -0.24
H -0.06 -1.54 -2.78
H 1.58 0.52 -2.27
H 0.51 -3.54 -1.01
H 2.32 -2.55 0.80
H 3.00 -0.03 -0.03
H -0.23 3.01 -1.18
H 0.91 4.15 1.02
H 0.69 1.70 1.39
H -1.80 2.68 -0.15
H -0.70 3.99 1.97
C -3.91 -0.96 1.21
C -2.60 -1.60 1.65
C -2.06 -0.85 2.84
C -2.80 -3.10 1.94
O -1.68 -1.56 0.62
H -4.72 -1.08 1.93
H -4.31 -1.35 0.27
H -3.81 0.12 1.14
H -2.75 -0.90 3.67
H -1.12 -1.26 3.22
H -1.93 0.21 2.64
H -3.12 -3.64 1.04
H -1.86 -3.53 2.28
H -3.51 -3.35 2.71
*
```

***

Formula: C2H9ClOSi2
Source: OMol25
Level of theory: wB97M-V/def2-TZVPD

Properties
E_LUMO = 0.4 eV
E_HOMO = -9.451 eV
SMILES string = C[SiH](C)[Si@H](O)Cl

ORCA input file:
```
! RIJCOSX wB97M-V def2-TZVPD def2/J DEFGRID3
* xyz 0 1
C -0.56 -1.56 0.81
Si 0.07 -0.58 -0.61
C -0.89 1.02 -1.04
Si 2.29 0.16 0.42
O 2.44 1.79 0.05
Cl 4.07 -0.83 -0.08
H -1.68 -1.50 0.75
H -0.29 -2.56 1.12
H -0.30 -1.03 1.70
H -0.63 -1.29 -1.92
H -1.88 0.64 -1.20
H -0.98 1.74 -0.25
H -0.60 1.27 -2.05
H 2.20 0.23 1.93
H 2.24 1.96 -0.90
*
```

***

Formula: C29H21CoF5N6O2S3
Source: OMol25
Level of theory: wB97M-V/def2-TZVPD

Properties
E_LUMO (alpha / beta) = -1.0 / -1.1 eV
E_HOMO (alpha / beta) = -7.219 / -7.173 eV

ORCA input file:
```
! RIJCOSX wB97M-V def2-TZVPD def2/J DEFGRID3
* xyz 0 4
Co 0.25 0.29 -0.09
C -2.59 2.24 2.91
C -1.87 1.51 1.82
N -0.60 1.46 1.67
N 0.17 2.24 2.48
C 1.52 2.01 2.63
N 2.12 2.95 3.40
S 2.29 0.72 1.98
C -2.68 0.83 0.77
C -4.06 0.79 0.84
C -4.76 0.24 -0.23
C -4.05 -0.22 -1.33
C -2.67 -0.16 -1.29
N -1.99 0.34 -0.27
H -1.95 2.50 3.75
H -3.38 1.61 3.32
H -3.06 3.15 2.53
H -0.27 2.98 3.00
H 1.70 3.84 3.58
H 3.13 2.89 3.45
H -4.60 1.16 1.70
H -5.84 0.19 -0.21
H -4.55 -0.63 -2.19
H -2.06 -0.57 -2.09
F -4.14 -4.65 2.38
C -3.22 -4.04 1.62
C -2.44 -3.02 2.13
F -2.60 -2.63 3.41
C -1.50 -2.40 1.33
F -0.76 -1.43 1.91
C -1.29 -2.73 0.00
S -0.11 -1.96 -1.03
C -2.09 -3.77 -0.48
F -1.98 -4.16 -1.76
C -3.04 -4.41 0.30
F -3.78 -5.39 -0.22
O 4.47 -0.05 -0.81
S 3.30 -0.76 -1.26
O 3.38 -1.39 -2.56
N 2.01 0.25 -1.23
C 2.13 1.28 -2.14
C 3.16 1.51 -3.04
C 3.13 2.55 -3.98
C 2.09 3.43 -4.05
C 1.04 3.30 -3.11
C -0.04 4.20 -3.07
C -0.99 4.09 -2.10
C -0.87 3.04 -1.18
N 0.11 2.16 -1.20
C 1.07 2.26 -2.16
C 3.15 -2.14 -0.11
C 4.10 -3.11 -0.42
C 4.22 -4.25 0.37
C 3.40 -4.42 1.47
C 2.47 -3.44 1.79
C 2.35 -2.30 1.00
H 4.02 0.85 -3.06
H 3.96 2.64 -4.67
H 2.05 4.22 -4.79
H -0.09 5.00 -3.81
H -1.83 4.77 -2.03
H -1.60 2.94 -0.38
H 4.73 -2.99 -1.29
H 4.95 -5.00 0.11
H 3.48 -5.31 2.08
H 1.82 -3.56 2.64
H 1.61 -1.57 1.28
*
```

***

Computed DFT total energy, in the same sequence as the records: -38361.84813, -32546.52340, -127169.21263 eV.